Record 1
Formula: C43H29CrF11N5O2
Source: the OMol25 dataset
Level of theory: wB97M-V/def2-TZVPD

```
91
Properties=species:S:1:pos:R:3:mulliken_charge:R:1
Cr 0.565 0.526 1.474 -0.976
C 0.544 -3.736 2.416 -0.951
C 1.828 -4.116 2.044 -1.132
C 2.685 -3.185 1.489 -0.708
C 2.253 -1.872 1.292 0.426
C 0.951 -1.481 1.622 0.724
C 0.117 -2.433 2.201 0.265
C 3.118 -0.797 0.809 0.314
C 4.413 -1.025 0.294 -1.257
C 5.151 0.013 -0.184 -1.515
C 4.640 1.326 -0.089 1.312
C 5.351 2.451 -0.557 -0.861
C 4.859 3.712 -0.368 -0.841
C 3.658 3.890 0.344 -1.264
C 2.942 2.815 0.790 -0.139
C 3.379 1.499 0.528 -0.137
N 2.611 0.431 0.901 2.280
H -0.120 -4.458 2.875 0.466
H 2.162 -5.133 2.203 0.403
H 3.698 -3.483 1.246 0.371
H -0.888 -2.162 2.508 0.379
H 4.801 -2.032 0.271 0.485
H 6.136 -0.146 -0.605 0.407
H 6.299 2.293 -1.057 0.447
H 5.403 4.573 -0.733 0.411
H 3.305 4.893 0.549 0.512
H 2.047 2.958 1.380 0.335
F 1.077 1.739 -3.811 -0.377
C 0.584 2.077 -2.607 0.131
C 0.772 1.232 -1.533 -0.279
C 0.282 1.567 -0.275 1.102
C -0.428 2.783 -0.140 -0.498
C -0.586 3.604 -1.253 0.701
F -1.236 4.786 -1.163 -0.354
C -0.090 3.277 -2.497 -0.996
C -0.925 3.080 1.211 0.118
C -1.739 4.151 1.579 -0.583
C -2.166 4.269 2.889 -0.908
C -1.788 3.307 3.815 -1.093
C -0.974 2.278 3.390 -1.030
N -0.539 2.167 2.132 1.262
H 1.321 0.308 -1.691 0.597
H -0.231 3.935 -3.342 0.537
H -2.032 4.884 0.848 0.647
H -2.790 5.102 3.184 0.428
H -2.100 3.358 4.848 0.582
H -0.633 1.509 4.070 0.769
F 4.265 0.167 5.498 -0.265
C 3.457 -0.025 4.438 0.314
F 4.139 0.390 3.357 -0.183
F 3.272 -1.348 4.309 -0.254
C 2.069 0.704 4.558 0.175
O 1.274 0.505 3.517 0.142
C 2.350 2.235 4.789 0.299
F 3.086 2.741 3.784 -0.216
F 2.992 2.503 5.940 -0.267
F 1.202 2.937 4.805 -0.221
C 1.349 0.134 5.835 0.465
F 2.100 0.093 6.947 -0.252
F 0.256 0.878 6.122 -0.211
F 0.920 -1.112 5.594 -0.214
C -5.915 -2.864 -7.721 -1.358
C -4.821 -2.971 -6.693 0.706
C -4.514 -1.914 -5.848 -0.725
C -3.488 -2.001 -4.916 -0.243
C -2.752 -3.176 -4.792 0.299
N -1.682 -3.332 -3.887 -0.056
C -1.412 -2.725 -2.680 0.215
O -0.297 -2.735 -2.203 -0.642
N -2.516 -2.179 -2.055 -0.099
C -2.538 -1.440 -0.873 0.100
C -3.770 -1.115 -0.308 -0.603
C -3.792 -0.363 0.848 -1.392
C -2.599 0.063 1.403 -0.713
N -1.415 -0.228 0.863 1.009
C -1.387 -0.976 -0.244 0.158
C -3.049 -4.239 -5.644 -0.605
C -4.061 -4.133 -6.579 -0.716
H -6.416 -1.900 -7.661 0.336
H -6.660 -3.649 -7.585 0.325
H -5.505 -2.973 -8.727 0.324
H -5.073 -0.989 -5.930 0.298
H -3.240 -1.130 -4.324 0.533
H -0.916 -3.901 -4.208 0.336
H -3.415 -2.419 -2.439 0.403
H -4.692 -1.447 -0.773 0.415
H -4.730 -0.106 1.319 0.465
H -2.598 0.648 2.312 0.507
H -0.417 -1.220 -0.644 0.131
H -2.477 -5.157 -5.570 0.391
H -4.273 -4.970 -7.233 0.381
```

Calculated values
Kohn-Sham gap (alpha / beta) ... 8.00 / 7.98 eV
Energy above the lowest of the compared OMol25 structures with the same formula, charge and spin ... 0.987 eV
M ... 908.71 g/mol
Multiplicity ... 4

Record 2
Formula: C5H9NO
Source: the OMol25 dataset
Level of theory: wB97M-V/def2-TZVPD

```
16
Properties=species:S:1:pos:R:3:nbo_charge:R:1
C 0.878 0.480 1.439 -0.621
C 0.827 0.610 -0.063 -0.086
N 1.512 -0.416 -0.848 -0.602
C 0.057 -0.302 -0.949 -0.089
C -0.763 -1.466 -0.450 -0.621
C -2.315 1.776 -0.383 0.509
O -2.516 1.494 0.699 -0.506
H 0.850 -0.570 1.742 0.217
H 1.805 0.913 1.829 0.215
H 0.033 1.001 1.905 0.211
H 0.914 1.637 -0.423 0.188
H 1.969 -0.013 -1.661 0.353
H -0.335 0.164 -1.856 0.192
H -0.277 -1.949 0.402 0.218
H -0.875 -2.218 -1.240 0.215
H -1.764 -1.142 -0.143 0.207
```

Calculated values
Kohn-Sham gap ... 10.63 eV
Energy above the lowest of the compared OMol25 structures with the same formula, charge and spin ... 1.919 eV
M ... 99.13 g/mol
Multiplicity ... 1

Record 3
Formula: C8H30O7
Source: the OMol25 dataset
Level of theory: wB97M-V/def2-TZVPD

```
45
Properties=species:S:1:pos:R:3:nbo_charge:R:1
C -2.589 0.063 -1.254 -0.652
C -1.103 -0.327 -1.202 -0.050
O -0.320 0.405 -0.347 -0.777
H -2.896 1.106 -1.334 0.213
H -3.132 -0.303 -0.383 0.201
H -3.015 -0.568 -2.035 0.219
H -0.761 -0.074 -2.205 0.142
H -0.972 -1.397 -1.037 0.168
H 0.357 -0.117 0.089 0.511
C 3.634 1.450 1.675 -0.627
C 2.442 2.300 1.277 -0.065
O 2.865 3.095 0.178 -0.727
H 4.555 2.014 1.822 0.196
H 3.801 0.783 0.829 0.217
H 3.405 0.987 2.635 0.201
H 2.090 2.935 2.090 0.152
H 1.626 1.631 1.001 0.188
H 3.268 3.892 0.529 0.462
C 0.847 -1.685 2.663 -0.635
C 1.118 -2.391 1.344 -0.057
O 1.407 -1.404 0.364 -0.767
H 0.033 -0.978 2.501 0.225
H 1.675 -1.071 3.015 0.209
H 0.652 -2.430 3.434 0.211
H 0.233 -2.952 1.041 0.163
H 2.010 -3.017 1.375 0.167
H 1.670 -1.897 -0.416 0.509
C -1.343 3.398 1.022 -0.654
C -2.387 2.641 1.846 -0.059
O -1.897 1.326 1.915 -0.746
H -1.135 3.090 -0.003 0.221
H -0.407 3.229 1.554 0.210
H -1.381 4.487 0.977 0.203
H -3.397 2.698 1.439 0.146
H -2.532 3.021 2.857 0.172
H -1.638 1.059 1.030 0.490
O 0.261 -2.202 -4.028 -0.951
H -0.154 -2.749 -4.695 0.485
H 0.609 -1.454 -4.514 0.481
O -3.643 -2.989 -3.488 -0.937
H -4.348 -3.112 -2.853 0.471
H -4.072 -2.601 -4.251 0.468
O 1.661 -3.170 -1.810 -0.981
H 1.295 -2.649 -2.525 0.502
H 1.607 -4.074 -2.120 0.480
```

Calculated values
Kohn-Sham gap ... 9.58 eV
Energy above the lowest of the compared OMol25 structures with the same formula, charge and spin ... 0.901 eV
SMILES ... CCO.CCO.CCO.CCO.O.O.O
M ... 238.32 g/mol
Multiplicity ... 1

Record 4
Formula: C24H39ClCsF9LiMgN4O14PS3
Source: the OMol25 dataset
Level of theory: wB97M-V/def2-TZVPD

```
98
Properties=species:S:1:pos:R:3:mulliken_charge:R:1
O -4.659 -2.793 5.149 -0.544
C -5.267 -1.804 4.491 0.186
N -4.677 -0.994 3.324 -0.174
C -5.242 0.426 3.392 -0.301
C -6.263 0.462 4.688 -0.481
C -6.743 -1.106 4.644 -0.088
P -7.962 -1.118 3.174 -0.003
O -9.353 -0.173 3.735 -0.492
Cl -8.798 -3.074 2.845 -0.205
H -4.693 -1.463 2.388 0.306
H -5.648 0.736 2.331 -0.046
H -4.263 1.090 3.505 0.295
H -7.219 1.173 4.606 0.349
H -5.694 0.525 5.729 0.324
H -7.372 -1.492 5.552 0.414
H -9.519 -0.401 4.713 0.332
C -1.925 -1.716 1.864 0.299
O -2.746 -1.540 0.973 -0.710
N -0.559 -1.779 1.692 0.190
C 0.346 -1.991 2.802 -0.600
C -0.009 -1.630 0.361 -1.051
H -2.234 -1.842 2.915 0.176
H 1.029 -1.139 2.869 0.318
H 0.916 -2.907 2.624 0.052
H -0.202 -2.087 3.744 0.329
H -0.305 -0.655 -0.040 0.309
H -0.417 -2.414 -0.284 0.350
H 1.082 -1.702 0.383 0.352
Cs -8.219 -0.069 0.759 1.117
C 6.654 -5.422 3.435 -0.740
C 5.487 -6.047 3.877 -0.624
C 4.258 -5.726 3.296 -0.420
C 4.211 -4.776 2.265 0.089
C 5.381 -4.142 1.825 -0.233
C 6.603 -4.469 2.416 -0.427
N 2.927 -4.453 1.633 0.991
O 1.912 -5.022 2.063 -0.588
O 2.931 -3.634 0.703 -0.558
H 7.610 -5.679 3.888 0.651
H 5.535 -6.787 4.673 0.496
H 3.358 -6.222 3.651 0.461
H 5.358 -3.400 1.030 0.433
H 7.516 -3.984 2.080 0.443
O 0.769 0.374 -1.802 -0.254
H 1.159 -0.226 -2.455 0.294
H 0.416 1.103 -2.334 0.173
C -5.867 6.996 -4.210 -1.224
C -6.415 5.970 -5.184 0.105
O -6.123 4.639 -4.730 -0.331
C -6.983 4.118 -3.797 0.357
O -7.954 4.721 -3.349 -0.519
C -6.586 2.685 -3.442 0.865
F -5.243 2.543 -3.247 -0.257
F -6.922 1.801 -4.424 -0.243
F -7.182 2.234 -2.303 -0.254
H -4.798 6.835 -4.040 0.301
H -6.016 8.010 -4.591 0.365
H -6.359 6.917 -3.235 0.346
H -5.924 6.088 -6.155 0.217
H -7.490 6.102 -5.349 0.294
C 9.714 -0.059 6.618 0.597
F 8.755 0.679 7.249 -0.207
F 10.129 0.686 5.550 -0.232
F 10.781 -0.109 7.471 -0.224
S 9.137 -1.716 6.127 1.028
O 8.024 -1.459 5.210 -0.660
O 8.756 -2.359 7.388 -0.631
N 10.491 -2.212 5.467 -0.353
S 10.374 -3.692 4.906 1.010
O 9.517 -3.875 3.731 -0.589
O 10.279 -4.759 5.905 -0.676
C 12.071 -3.825 4.257 0.598
F 13.016 -3.663 5.232 -0.213
F 12.346 -2.874 3.315 -0.221
F 12.329 -5.029 3.671 -0.227
C 3.848 0.515 -5.335 -1.132
C 4.165 1.752 -4.478 0.646
C 4.278 1.333 -3.003 -0.837
O 3.149 2.590 -4.585 -0.315
H 2.908 0.029 -5.042 0.258
H 3.776 0.771 -6.400 0.335
H 4.644 -0.232 -5.234 0.369
H 5.172 2.074 -4.777 0.242
H 3.354 0.878 -2.623 0.088
H 4.521 2.189 -2.360 0.326
H 5.079 0.594 -2.878 0.370
C -6.636 4.574 -9.740 -0.879
S -6.525 6.373 -9.584 0.446
O -5.836 6.671 -8.286 -0.601
C -8.295 6.651 -9.337 -0.886
H -5.627 4.173 -9.866 0.321
H -7.084 4.147 -8.839 0.250
H -7.237 4.319 -10.615 0.370
H -8.642 6.098 -8.461 0.252
H -8.844 6.330 -10.226 0.377
H -8.459 7.719 -9.178 0.323
Li 7.681 -7.495 3.537 1.027
Mg -0.719 2.548 -1.906 0.441
```

Calculated values
Kohn-Sham gap ... 1.64 eV
M ... 1105.35 g/mol
Multiplicity ... 1
Net charge ... +2